Entry 1:
Entry from OMol25: a cluster of 11 separate species, C61H128F12N7O12S4 in total (the ωB97M-V functional and the def2-TZVPD basis).

Cartesian coordinates (Å):
C 6.615 5.784 -17.582
C 5.911 4.893 -18.576
C 4.395 4.651 -18.338
N 3.684 3.718 -19.488
C 3.635 4.448 -20.888
C 4.298 2.302 -19.554
C 3.188 1.364 -20.051
C 1.923 1.893 -19.480
C 2.314 3.238 -18.871
H 6.781 5.329 -16.606
H 6.031 6.682 -17.379
H 7.523 6.154 -18.059
H 6.556 4.034 -18.393
H 6.157 5.236 -19.581
H 3.827 5.575 -18.235
H 4.267 4.082 -17.418
H 3.007 5.299 -20.627
H 3.117 3.745 -21.540
H 4.637 4.717 -21.223
H 5.144 2.207 -20.235
H 4.576 1.964 -18.555
H 3.194 1.260 -21.136
H 3.435 0.319 -19.868
H 1.076 2.147 -20.117
H 1.505 1.286 -18.676
H 1.665 4.075 -19.131
H 2.303 3.142 -17.785
C 16.664 10.743 -20.899
C 15.763 9.832 -21.789
C 15.231 8.638 -21.010
N 14.271 7.792 -21.886
C 14.963 7.189 -23.102
C 12.998 8.465 -22.347
C 12.091 7.272 -22.743
C 12.616 6.070 -21.847
C 13.713 6.655 -20.988
H 16.357 10.637 -19.859
H 16.765 11.767 -21.258
H 17.709 10.451 -20.790
H 16.265 9.618 -22.732
H 14.939 10.532 -21.931
H 14.574 9.082 -20.263
H 15.951 7.878 -20.703
H 14.295 6.706 -23.816
H 15.826 6.604 -22.786
H 15.401 7.997 -23.688
H 13.236 9.342 -22.950
H 12.618 8.827 -21.392
H 12.227 7.001 -23.791
H 11.070 7.580 -22.518
H 12.987 5.216 -22.413
H 11.744 5.712 -21.300
H 14.536 5.944 -20.918
H 13.411 7.054 -20.019
C -8.261 7.863 -21.746
C -8.422 6.367 -21.652
C -7.019 5.829 -21.425
N -6.990 4.300 -21.011
C -5.511 3.832 -20.720
C -7.595 3.445 -22.116
C -9.033 3.142 -21.643
C -9.173 3.429 -20.185
C -7.862 4.121 -19.769
H -7.806 8.449 -20.947
H -9.204 8.401 -21.649
H -7.590 8.141 -22.558
H -8.911 5.938 -22.527
H -9.070 6.221 -20.787
H -6.463 6.287 -20.607
H -6.339 6.053 -22.248
H -5.151 4.138 -19.738
H -4.814 4.321 -21.401
H -5.395 2.751 -20.639
H -6.971 2.581 -22.343
H -7.383 4.023 -23.016
H -9.103 2.055 -21.606
H -9.715 3.660 -22.318
H -9.252 2.511 -19.602
H -10.021 4.044 -19.884
H -7.362 3.366 -19.163
H -8.043 4.989 -19.134
C -3.945 -9.384 -10.326
C -2.694 -8.747 -10.930
C -2.776 -8.526 -12.427
N -1.355 -8.307 -13.057
C -0.464 -9.534 -12.977
C -1.379 -7.917 -14.589
C -0.372 -6.766 -14.881
C 0.216 -6.451 -13.575
C -0.755 -7.019 -12.488
H -3.877 -9.740 -9.298
H -4.230 -10.204 -10.984
H -4.786 -8.691 -10.303
H -1.949 -9.495 -10.658
H -2.283 -7.887 -10.402
H -3.325 -7.670 -12.819
H -3.047 -9.463 -12.915
H -0.929 -10.364 -13.510
H -0.350 -9.696 -11.905
H 0.515 -9.271 -13.378
H -1.074 -8.772 -15.192
H -2.406 -7.736 -14.909
H 0.356 -7.156 -15.592
H -0.812 -5.910 -15.392
H 1.260 -6.702 -13.385
H 0.282 -5.365 -13.524
H -0.418 -7.184 -11.465
H -1.595 -6.324 -12.481
C 13.309 4.844 -8.297
C 13.025 3.541 -8.927
C 14.153 3.075 -9.978
N 13.461 2.100 -11.043
C 12.765 0.928 -10.274
C 14.558 1.548 -11.954
C 13.898 1.560 -13.358
C 13.016 2.722 -13.415
C 12.510 2.830 -11.979
H 12.567 5.186 -7.575
H 13.357 5.626 -9.055
H 14.301 4.810 -7.848
H 12.031 3.670 -9.354
H 13.098 2.945 -8.017
H 14.912 2.384 -9.612
H 14.699 3.823 -10.554
H 12.510 0.105 -10.941
H 11.878 1.284 -9.748
H 13.603 0.610 -9.654
H 14.855 0.621 -11.465
H 15.433 2.196 -11.893
H 13.380 0.614 -13.515
H 14.683 1.575 -14.114
H 12.267 2.504 -14.177
H 13.642 3.558 -13.728
H 11.548 2.317 -12.001
H 12.401 3.886 -11.733
C 8.558 -10.240 -15.309
C 8.707 -8.785 -15.662
C 8.830 -8.620 -17.255
N 8.910 -7.132 -17.782
C 7.481 -6.647 -17.589
C 10.054 -6.259 -17.187
C 11.291 -6.720 -17.923
C 10.771 -6.818 -19.378
C 9.291 -7.152 -19.298
H 7.706 -10.760 -15.745
H 8.417 -10.293 -14.229
H 9.363 -10.814 -15.768
H 9.509 -8.371 -15.049
H 7.812 -8.256 -15.335
H 7.859 -8.999 -17.574
H 9.637 -9.222 -17.670
H 7.390 -5.700 -18.121
H 7.450 -6.474 -16.514
H 6.645 -7.164 -18.060
H 9.683 -5.312 -17.578
H 10.073 -6.361 -16.102
H 12.030 -5.919 -17.963
H 11.774 -7.636 -17.582
H 10.899 -5.861 -19.884
H 11.262 -7.587 -19.973
H 8.776 -6.264 -19.665
H 8.917 -8.129 -19.605
C -3.867 -4.859 -28.939
C -3.194 -4.121 -27.778
C -3.259 -4.954 -26.491
N -2.975 -4.252 -25.133
C -1.648 -3.430 -25.218
C -0.432 -4.263 -25.203
C -0.467 -5.285 -23.966
C -1.721 -6.174 -23.959
C -2.881 -5.221 -23.893
C -4.125 -3.326 -24.665
H -4.878 -5.243 -28.803
H -3.230 -5.709 -29.183
H -3.774 -4.382 -29.915
H -3.714 -3.201 -27.512
H -2.138 -3.853 -27.815
H -2.448 -5.683 -26.477
H -4.265 -5.365 -26.408
H -1.690 -2.719 -26.043
H -1.535 -2.810 -24.329
H -0.329 -4.829 -26.129
H 0.455 -3.633 -25.136
H 0.309 -6.051 -23.941
H -0.306 -4.720 -23.048
H -1.560 -6.814 -24.826
H -1.816 -6.807 -23.077
H -3.711 -5.925 -23.822
H -2.789 -4.577 -23.018
H -4.957 -3.970 -24.380
H -4.235 -2.669 -25.528
H -3.848 -2.807 -23.748
C 5.997 0.115 -11.834
F 6.673 0.157 -10.669
F 4.711 0.024 -11.760
F 6.296 1.132 -12.621
S 6.504 -1.486 -12.712
O 5.661 -1.475 -13.926
O 7.959 -1.250 -13.090
O 6.248 -2.589 -11.823
C -1.684 5.989 -14.584
F -0.528 6.035 -13.891
F -1.756 4.829 -15.275
F -2.722 6.068 -13.711
S -1.723 7.559 -15.810
O -3.034 7.536 -16.510
O -1.499 8.739 -14.993
O -0.693 7.557 -16.837
C -7.021 -3.299 -18.263
F -8.127 -3.190 -17.588
F -6.888 -4.533 -18.762
F -7.113 -2.400 -19.325
S -5.486 -2.779 -17.136
O -4.444 -2.585 -18.162
O -5.927 -1.495 -16.534
O -5.219 -3.781 -16.185
C 5.716 0.375 -26.631
F 5.171 1.328 -25.868
F 4.760 -0.587 -26.803
F 5.977 0.843 -27.847
S 7.295 -0.446 -25.766
O 6.715 -0.924 -24.522
O 7.848 -1.441 -26.669
O 8.204 0.646 -25.466

Cartesian forces (eV/Å) of the 2 atoms listed first:
-0.90 1.79 0.35
0.17 -0.82 -0.06

HOMO energy   -9.6 eV
HOMO-LUMO gap   5.39 eV
Total charge   +3

Results of the Mulliken charge analysis, in e, for atoms 1 through 4: -1.40, -0.15, -0.62, 0.12

---

Entry 2:
Entry from OMol25: a cluster of 8 separate species, C27H65ClN7O9 in total (the ωB97M-V functional and the def2-TZVPD basis).

Cartesian coordinates (Å):
Cl -6.251 15.062 13.413
O -5.153 15.392 14.314
O -5.897 13.862 12.692
O -7.486 14.839 14.126
O -6.395 16.189 12.520
C -2.963 17.849 15.764
C -3.133 18.985 14.782
N -2.113 19.987 14.845
C -1.956 20.703 13.576
C -0.904 20.036 12.712
C -2.101 20.822 16.034
C -3.254 21.823 16.163
H -3.857 17.229 15.677
H -2.936 18.223 16.792
H -2.055 17.289 15.560
H -3.108 18.503 13.800
H -4.122 19.482 14.833
H -2.961 20.694 13.122
H -1.738 21.754 13.771
H -1.060 18.966 12.585
H -0.932 20.509 11.720
H 0.077 20.177 13.163
H -1.161 21.383 16.029
H -2.087 20.164 16.905
H -3.229 22.632 15.433
H -3.155 22.320 17.138
H -4.236 21.348 16.172
C -11.985 18.757 15.472
C -11.155 20.027 15.388
N -9.967 19.999 14.572
C -10.317 20.156 13.163
C -10.792 21.600 12.873
C -9.121 18.827 14.831
C -7.741 18.939 14.187
H -12.367 18.475 14.489
H -12.797 18.826 16.195
H -11.394 17.898 15.808
H -11.832 20.825 15.049
H -10.948 20.450 16.383
H -11.126 19.448 12.922
H -9.469 19.938 12.526
H -10.296 21.940 11.958
H -10.362 22.236 13.644
H -11.860 21.619 12.694
H -8.959 18.690 15.904
H -9.617 17.915 14.458
H -7.193 19.831 14.517
H -7.131 18.112 14.566
H -7.719 18.945 13.103
C -6.127 21.029 11.336
O -6.480 22.147 11.045
N -5.035 20.410 10.846
C -4.688 19.041 11.264
C -4.169 21.029 9.888
H -6.777 20.319 11.867
H -5.303 18.773 12.116
H -3.616 19.068 11.470
H -4.865 18.357 10.431
H -4.675 21.759 9.270
H -3.276 21.463 10.355
H -3.772 20.206 9.283
C -1.923 13.282 12.453
O -1.119 12.465 12.770
N -1.701 14.625 12.507
C -0.401 15.122 12.795
C -2.675 15.633 12.111
H -2.923 13.031 12.053
H -0.423 16.121 13.247
H 0.238 15.241 11.904
H 0.145 14.490 13.495
H -3.648 15.194 11.909
H -2.736 16.346 12.934
H -2.318 16.141 11.206
C -5.425 17.216 19.059
O -4.793 17.321 20.103
N -5.994 16.100 18.618
C -5.768 14.867 19.313
C -6.868 16.070 17.488
H -5.513 18.065 18.361
H -5.456 14.095 18.604
H -6.639 14.583 19.903
H -4.905 15.003 19.961
H -6.426 15.497 16.670
H -7.777 15.562 17.818
H -7.111 17.072 17.146
C -0.841 12.658 16.785
O -0.713 12.248 15.678
N -1.803 13.513 17.233
C -1.841 13.933 18.602
C -2.686 14.185 16.317
H -0.097 12.455 17.588
H -1.669 15.013 18.645
H -1.035 13.455 19.162
H -2.773 13.674 19.101
H -2.722 13.631 15.375
H -3.713 14.296 16.661
H -2.313 15.163 15.995
C -4.037 10.600 14.377
O -2.912 10.392 14.026
N -4.483 10.401 15.662
C -5.681 11.050 16.113
C -3.572 10.048 16.718
H -4.848 10.860 13.684
H -5.442 12.034 16.542
H -6.153 10.506 16.943
H -6.444 11.175 15.358
H -2.637 9.657 16.320
H -3.277 10.908 17.340
H -4.014 9.293 17.375

Cartesian forces (eV/Å) of the 2 atoms listed first:
0.66 0.22 -0.10
-0.39 -0.23 0.50

ΔE to the lowest compared entry with this formula, charge and spin   0.0 kcal/mol
HOMO energy   -6.3 eV
HOMO-LUMO gap   8.70 eV
Total charge   -1

Results of the Mulliken charge analysis, in e, for atoms 1 through 4: 1.71, -0.32, -0.70, -0.74

---

Entry 3:
Entry from OMol25: an isolated molecule of C4H6N2O (the ωB97M-V functional and the def2-TZVPD basis).

Cartesian coordinates (Å):
C 2.295 0.333 -0.045
C 0.769 0.270 -0.089
C 0.086 -0.883 0.196
N -1.290 -0.705 0.168
C -1.779 0.468 -0.123
O -3.154 0.331 -0.168
N 0.151 1.384 -0.405
H 2.619 0.171 0.987
H 2.740 1.269 -0.401
H 2.656 -0.473 -0.689
H 0.490 -1.812 0.544
H -1.919 -1.487 0.343
H -3.663 1.134 -0.319

Cartesian forces (eV/Å) of the 2 atoms listed first:
-0.11 -0.07 0.00
-0.06 0.06 -0.05

ΔE to the lowest compared entry with this formula, charge and spin   116.2 kcal/mol
HOMO energy (alpha / beta)   -7.2 / -7.2 eV
HOMO-LUMO gap (alpha / beta)   7.06 / 7.06 eV
Total charge   0

Results of the natural (NBO) charge analysis, in e, for atoms 1 through 4: -0.62, 0.07, -0.27, -0.52

---

Entry 4:
Entry from OMol25: a structure of composition C27H16F5MoN7O4 (the ωB97M-V functional and the def2-TZVPD basis).

Cartesian coordinates (Å):
Mo -0.277 0.433 0.587
C -2.104 -2.293 3.615
C -1.562 -1.136 3.057
N -0.735 -1.212 2.017
C -0.456 -2.438 1.511
C -1.020 -3.566 2.081
N -1.836 -3.491 3.127
C 0.492 -2.436 0.386
C 1.018 -3.534 -0.260
C 1.981 -3.353 -1.259
C 2.497 -2.060 -1.452
C 1.945 -1.008 -0.763
N 0.884 -1.195 0.045
C 2.481 0.350 -0.619
C 3.645 0.826 -1.196
N 4.183 1.984 -0.827
C 3.577 2.675 0.122
C 2.367 2.257 0.675
N 1.818 1.105 0.294
C 2.465 -4.490 -2.057
C 2.555 -5.772 -1.519
C 2.991 -6.804 -2.336
N 3.304 -6.635 -3.617
C 3.211 -5.416 -4.133
C 2.815 -4.308 -3.393
H -2.772 -2.231 4.465
H -1.800 -0.155 3.448
H -0.813 -4.556 1.694
H 0.667 -4.527 -0.021
H 3.344 -1.910 -2.106
H 4.166 0.262 -1.959
H 4.040 3.595 0.453
H 1.848 2.854 1.413
H 2.336 -5.974 -0.478
H 3.090 -7.808 -1.944
H 3.457 -5.312 -5.183
H 2.736 -3.343 -3.879
F -0.851 2.324 1.373
C -0.700 2.391 -0.165
F 0.178 3.336 -0.417
C -2.087 2.833 -0.677
F -2.122 2.547 -1.980
F -2.269 4.129 -0.500
F -3.048 2.162 -0.046
O -3.152 -1.795 0.041
C -2.310 -1.438 -0.712
O -1.652 -0.212 -0.442
C -1.770 -2.132 -1.899
C -0.915 -1.500 -2.799
C -0.354 -2.228 -3.833
C -0.655 -3.575 -3.926
C -1.535 -4.215 -3.073
C -2.109 -3.476 -2.053
N 0.027 -4.373 -4.976
O 0.706 -3.760 -5.772
O -0.117 -5.571 -4.936
H -0.704 -0.443 -2.706
H 0.302 -1.776 -4.563
H -1.746 -5.266 -3.209
H -2.806 -3.934 -1.363

Cartesian forces (eV/Å) of the 2 atoms listed first:
0.49 0.21 0.19
-0.02 0.01 -0.02

ΔE to the lowest compared entry with this formula, charge and spin   19.8 kcal/mol
HOMO energy (alpha / beta)   -14.8 / -14.8 eV
Spin multiplicity   3
HOMO-LUMO gap (alpha / beta)   6.34 / 5.81 eV
Total charge   +2

Results of the natural (NBO) charge analysis, in e, for atoms 1 through 4: 1.65, 0.05, 0.06, -0.48

---

Entry 5:
Entry from OMol25: a cluster of 5 separate species, C4H16IO4 in total (the ωB97M-V functional and the def2-TZVPD basis).

Cartesian coordinates (Å):
I -0.653 -0.296 -0.680
C -3.949 -0.357 -3.606
O -2.980 0.646 -3.436
H -3.577 -1.313 -3.216
H -4.895 -0.127 -3.102
H -4.132 -0.499 -4.672
H -2.546 0.516 -2.581
C -2.011 0.863 3.078
O -1.480 -0.399 2.744
H -1.918 1.077 4.143
H -1.499 1.660 2.528
H -3.087 0.894 2.853
H -1.676 -0.531 1.804
C 3.025 1.327 -0.984
O 2.991 -0.008 -1.431
H 2.291 1.570 -0.216
H 4.015 1.513 -0.544
H 2.962 2.024 -1.828
H 2.089 -0.331 -1.298
C 3.143 -1.445 1.863
O 1.749 -1.266 1.937
H 3.448 -2.290 2.492
H 3.512 -1.652 0.854
H 3.718 -0.586 2.242
H 1.459 -0.992 1.056

Cartesian forces (eV/Å) of the 2 atoms listed first:
0.00 0.02 -0.15
0.24 -0.50 0.23

ΔE to the lowest compared entry with this formula, charge and spin   8.5 kcal/mol
HOMO energy   -4.7 eV
HOMO-LUMO gap   8.11 eV
Total charge   -1

Results of the natural (NBO) charge analysis, in e, for atoms 1 through 4: -0.93, -0.24, -0.75, 0.17